Entry 1:
# C2H4Br2N

A 2-piece molecular cluster, C2H4Br2N overall in a non-equilibrium geometry (ωB97M-V with the def2-TZVPD basis set, the OMol25 dataset).

Results
HOMO energy = -14.17 eV
Relative energy (zero: lowest compared OMol25 entry of this formula, charge and spin) = 38.4 kcal per mole
Largest force on an atom = 3.2 eV/Å
Net charge = +1

Each line ends with the Mulliken charge.
CARTESIAN COORDINATES (ANGSTROEM)
C 1.3180 0.9856 -1.1297  -0.48
C -1.4191 0.1431 1.0365  0.14
N -1.3955 -0.9727 0.7329  -0.11
Br 2.2903 1.6487 -2.7017  0.01
Br -0.5550 1.4829 -1.0793  0.00
H 1.3939 -0.1960 -0.9772  0.30
H -1.6435 0.9244 1.7283  0.39
H -1.2369 -1.5911 -0.0639  0.36
H 1.7586 1.2700 -0.1861  0.39

Entry 2:
# C6H14O

One molecule with the formula C6H14O in a non-equilibrium geometry (ωB97M-V with the def2-TZVPD basis set, the OMol25 dataset).

Results
HOMO energy = -10.04 eV
Relative energy (zero: lowest compared OMol25 entry of this formula, charge and spin) = 71.8 kcal per mole
Largest force on an atom = 4.7 eV/Å
SMILES string = CC(C)CCCO

Each line ends with the Mulliken charge.
CARTESIAN COORDINATES (ANGSTROEM)
C -1.4195 -1.7847 0.4183  -0.52
O -2.6578 -1.1274 0.0985  -0.53
C -0.3009 -1.6796 -0.6225  -0.52
C 0.1101 -0.1838 -1.1330  -0.97
C 0.5226 0.9166 0.0596  0.52
C 0.2890 2.4592 -0.1392  -1.29
C 1.7157 0.2802 0.8910  -1.11
H -0.8948 -1.4566 1.3780  0.24
H -1.7526 -2.8409 0.5277  0.36
H -2.5230 -0.3054 0.6332  0.33
H 0.5765 -2.2874 -0.3377  0.41
H -0.7053 -2.0821 -1.5766  0.33
H -0.7357 0.1850 -1.6804  0.38
H 0.9560 -0.1200 -1.7531  0.50
H -0.2182 0.7031 0.8547  0.06
H 1.0013 2.5934 -0.9753  0.31
H -0.6890 2.6589 -0.4682  0.33
H 0.5325 3.2796 0.6581  0.29
H 2.7169 0.5440 0.4371  0.32
H 1.9603 1.0635 1.8628  0.27
H 1.5160 -0.8156 0.8668  0.28

Entry 3:
# C5H11NO

One molecule with the formula C5H11NO in a non-equilibrium geometry (ωB97M-V with the def2-TZVPD basis set, the OMol25 dataset).

Results
HOMO energy = -8.78 eV
Relative energy (zero: lowest compared OMol25 entry of this formula, charge and spin) = 58.9 kcal per mole
Largest force on an atom = 2.6 eV/Å
SMILES string = C=C(CNC)OC

Each line ends with the Mulliken charge.
CARTESIAN COORDINATES (ANGSTROEM)
C 0.0259 0.6857 0.1140  -0.33
C 2.7826 -0.0947 0.1753  -0.76
C -2.4454 0.6233 -0.1929  -0.85
N -1.3221 0.7880 0.7154  -0.42
C 0.4099 -0.7485 -0.1406  0.53
C -0.3170 -1.8506 -0.3268  -0.89
O 1.8278 -0.9355 -0.4416  -0.39
H -1.3842 1.7159 1.1357  0.26
H 0.6915 1.1020 0.8754  0.38
H 0.1087 1.2791 -0.8025  0.25
H 2.6029 0.0370 1.2508  0.34
H 3.7677 -0.5655 0.0735  0.24
H 2.8167 0.8806 -0.3234  0.29
H -2.2210 0.8958 -1.2280  0.28
H -2.8325 -0.3982 -0.1622  0.23
H -3.2876 1.2391 0.1406  0.36
H -1.3919 -1.8791 -0.2354  0.18
H 0.1678 -2.7744 -0.6272  0.30

Entry 4:
# C2H14N3O3

A 4-piece molecular cluster, C2H14N3O3 overall in a non-equilibrium geometry (ωB97M-V with the def2-TZVPD basis set, the OMol25 dataset).

Results
HOMO energy = -13.82 eV
Relative energy (zero: lowest compared OMol25 entry of this formula, charge and spin) = 30.0 kcal per mole
Largest force on an atom = 2.7 eV/Å
Net charge = +1

Each line ends with the Mulliken charge.
CARTESIAN COORDINATES (ANGSTROEM)
C 0.0376 0.0810 2.5562  -0.97
N 0.4940 0.7483 1.2816  -0.15
C -0.3902 1.4618 0.6042  0.66
N -0.2489 1.4246 -0.7440  -0.30
N -1.5168 1.9361 1.1904  -0.47
H 0.5173 -0.9419 2.3617  0.29
H -1.0570 0.1325 2.7121  0.39
H 0.4374 0.5733 3.4344  0.33
H 1.3885 0.4293 0.8716  0.39
H 0.4413 0.7750 -1.1267  0.08
H -0.7421 1.7844 -1.5372  0.23
H -2.0556 2.6816 0.7615  0.28
H -1.3247 2.1445 2.1580  0.26
H 1.6251 -1.2272 -0.9303  0.37
H 2.9691 -0.9696 0.0019  0.30
O 2.0194 -0.8590 -0.1038  -0.69
H -2.2822 -1.0621 -1.8979  0.30
H -1.6898 -2.4214 -1.5545  0.30
O -1.4390 -1.5402 -1.8724  -0.60
H 0.3134 -1.4266 -2.9732  0.31
H 1.3269 -2.3438 -2.6818  0.33
O 1.1765 -1.3806 -2.5120  -0.66

Entry 5:
# C5H10S3

One molecule with the formula C5H10S3 in a non-equilibrium geometry (ωB97M-V with the def2-TZVPD basis set, the OMol25 dataset).

Results
HOMO energy = -8.97 eV
Relative energy (zero: lowest compared OMol25 entry of this formula, charge and spin) = 62.3 kcal per mole
Largest force on an atom = 3.9 eV/Å
SMILES string = SC[C@H]1[C@H](S)C[C@@H]1S

Each line ends with the Mulliken charge.
CARTESIAN COORDINATES (ANGSTROEM)
C 0.3252 1.5052 1.0515  -0.89
C 0.0699 0.0306 0.7742  -0.07
C 1.0741 -0.5586 -0.3781  -0.09
C -0.0899 -1.5185 -0.7154  -0.62
C -1.1385 -0.3899 -0.1839  -0.34
H -0.9207 2.6059 -0.6563  0.13
H 1.2556 1.6945 1.4542  0.38
H -0.1780 1.9092 2.1033  0.34
H -0.1038 -0.4269 1.8062  0.39
H 1.3190 0.3382 -1.0809  0.32
H 3.2902 -1.5991 -0.8341  0.14
H -0.1362 -1.6503 -1.8019  0.35
H -0.1473 -2.3424 -0.0530  0.35
H -1.0584 0.4147 -0.9292  0.23
H -3.6529 -0.4762 -0.8240  0.15
S 0.4436 2.7358 -0.3359  -0.22
S 2.5434 -1.4242 0.3103  -0.26
S -2.8953 -0.8480 0.2930  -0.26

Entry 6:
# C5H14N2

An isolated ion of composition C5H14N2 and charge +1 in a non-equilibrium geometry (ωB97M-V with the def2-TZVPD basis set, the OMol25 dataset).

Results
HOMO energy (spin up / spin down) = -14.58 / -14.48 eV
Relative energy (zero: lowest compared OMol25 entry of this formula, charge and spin) = 14.2 kcal per mole
Largest force on an atom = 1.8 eV/Å
2S+1 = 2
Net charge = +1

Each line ends with the Löwdin spin population.
CARTESIAN COORDINATES (ANGSTROEM)
N 0.9993 -0.6344 1.7476  0.64
C 0.4120 -0.2225 0.5280  0.12
C 0.0422 1.2535 0.4750  0.00
C 0.2720 1.9234 -0.8900  0.00
C -0.8886 1.7416 -1.8780  0.00
C -0.6743 -1.2968 0.1570  0.10
N -0.0575 -2.5934 0.0580  0.02
H 0.7588 -0.1774 2.6267  0.02
H 1.1061 -1.6570 1.8343  0.02
H 1.2400 -0.4292 -0.1736  0.04
H -0.9858 1.3355 0.8448  0.00
H 0.6877 1.7773 1.1821  0.00
H 1.1824 1.4884 -1.3232  0.00
H 0.4814 2.9771 -0.7277  0.00
H -0.9208 0.6920 -2.1862  0.00
H -1.8489 1.9331 -1.3963  0.00
H -0.7468 2.3582 -2.7545  0.00
H -1.3588 -1.3003 0.9975  0.00
H -1.1175 -0.9373 -0.7664  0.02
H -0.7491 -3.3062 -0.1419  0.00
H 0.6301 -2.6454 -0.6910  0.00